Entry from the Open Molecules 2025 dataset: a gas-phase ion, C2H2ClO3P (charge -2) in a non-equilibrium geometry (the ωB97M-V functional and the def2-TZVPD basis).

Each line ends with the Mulliken charge.
Element x y z (Å)
C 0.14323 1.50561 0.22919  -0.671
C 0.39189 0.34445 -0.31700  0.081
Cl 2.21132 0.15768 -0.88327  -0.373
P -0.58304 -1.27627 -0.01560  0.765
O -1.85542 -0.96977 -0.78756  -0.784
O -0.60865 -1.44372 1.47264  -0.757
O 0.34006 -2.25906 -0.68478  -0.801
H 0.72667 2.47461 0.30462  0.245
H -0.76607 1.46646 0.68176  0.294

Computed properties:
Frontier orbital gap (eV): 5.5
Energy above the lowest of the compared OMol25 structures with the same formula, charge and spin (kJ/mol): 119.18
LUMO (eV): 6.204
E (eV): -30060.400
M (g/mol): 140.46
Structure (SMILES): C=C(Cl)P(=O)([O-])[O-]
Total charge: -2
E_HOMO (eV): 0.72

=====

Entry from the Open Molecules 2025 dataset: a molecular structure, C39H41NO2P2Pb in a non-equilibrium geometry (the ωB97M-V functional and the def2-TZVPD basis).

Each line ends with the Mulliken charge.
Element x y z (Å)
Pb 0.31758 3.81827 3.92896  1.088
C 4.70662 3.54582 2.87537  -0.585
C 4.06445 3.12438 1.79542  -0.431
C 4.20426 1.78610 1.12522  -0.922
C 3.24628 0.63713 1.58950  0.053
C 3.04962 0.44862 3.06257  -0.568
C 3.93779 0.73853 4.00835  -0.329
C 5.35313 1.18207 3.79667  -1.080
C 5.60651 2.72238 3.74394  -0.615
C 0.35216 1.99571 5.19854  -1.384
H 4.57461 4.57602 3.21600  0.541
H 3.34082 3.79528 1.31723  0.518
H 5.23603 1.41826 1.18940  0.442
H 3.96114 1.94402 0.06036  0.480
H 2.25503 0.79886 1.13875  -0.311
H 3.63788 -0.28568 1.12796  0.319
H 2.06498 0.06309 3.34422  0.551
H 3.64786 0.64668 5.06191  0.584
H 5.78285 0.73091 2.89236  0.378
H 5.91513 0.84042 4.68282  0.409
H 5.54329 3.12550 4.76276  0.247
H 6.65483 2.85719 3.43897  0.385
H 0.14878 2.39708 6.19405  0.421
H 1.15770 1.25234 5.24338  0.237
H -0.55805 1.55797 4.77890  0.477
P -2.96978 -0.15176 -3.80340  0.165
P -3.38735 -3.06794 -1.87336  0.221
C -2.15179 -1.73803 -4.04876  -0.439
C -2.23422 -2.82944 -3.22836  -0.345
C -3.27628 0.41379 -5.53547  0.431
C -2.50866 -0.00987 -6.62891  0.003
C -2.79587 0.47476 -7.90548  -0.684
C -3.83255 1.38073 -8.11269  -0.521
C -4.60017 1.79537 -7.01875  -0.557
C -4.34022 1.30875 -5.74187  -0.345
C -1.53726 0.88253 -3.30848  0.602
C -0.97954 0.62911 -2.04213  -0.614
C 0.13068 1.34534 -1.59127  -0.365
C 0.70121 2.32819 -2.42191  -0.305
C 0.14790 2.59921 -3.68125  -0.756
C -0.98181 1.88814 -4.11339  -0.294
C -4.19342 -4.66254 -2.44013  0.578
C -5.03645 -4.58113 -3.55778  -0.431
C -5.62537 -5.72990 -4.07898  -0.607
C -5.38936 -6.97973 -3.49923  -0.499
C -4.55674 -7.05699 -2.38641  -0.582
C -3.97047 -5.91057 -1.84419  -0.251
C -2.28570 -3.67294 -0.55095  0.512
C -2.73397 -3.53153 0.77588  -0.411
C -1.96542 -4.00130 1.83969  -0.626
C -0.72909 -4.62046 1.58804  -0.519
C -0.28254 -4.77382 0.27105  -0.716
C -1.05509 -4.29608 -0.79646  0.016
H -1.51497 -1.80019 -4.93792  0.370
H -1.65356 -3.72605 -3.48436  0.637
H -1.68751 -0.70515 -6.50016  0.164
H -2.18990 0.13740 -8.74163  0.402
H -4.03939 1.75989 -9.11045  0.403
H -5.40157 2.50306 -7.16998  0.415
H -4.95198 1.62184 -4.90058  0.379
H -1.41647 -0.14287 -1.40993  0.333
H 0.55502 1.14952 -0.60274  0.323
H 1.57816 2.88287 -2.08338  0.394
H 0.59251 3.36162 -4.33035  0.382
H -1.41735 2.11258 -5.08127  0.332
H -5.21824 -3.61895 -4.03220  0.364
H -6.27482 -5.65817 -4.94202  0.387
H -5.84678 -7.87655 -3.91410  0.397
H -4.35779 -8.02041 -1.93183  0.395
H -3.33271 -6.00200 -0.97242  0.325
H -3.69003 -3.05142 0.96614  0.397
H -2.31609 -3.88634 2.86302  0.433
H -0.12082 -4.98235 2.41658  0.426
H 0.67539 -5.26244 0.06682  0.418
H -0.69108 -4.41655 -1.81019  0.241
O 3.60671 2.01012 6.95416  -0.268
C 3.36358 3.20051 6.76158  0.164
C 3.78272 4.29310 7.73022  -0.430
C 3.41089 5.57101 7.01449  -0.543
C 2.74246 5.08733 5.73468  0.505
O 2.24795 5.81697 4.84869  -0.644
N 2.69593 3.72339 5.66441  0.038
H 3.23441 4.18092 8.67720  0.333
H 4.85354 4.23496 7.97574  0.357
H 2.71869 6.16860 7.62452  0.312
H 4.30117 6.18495 6.81859  0.294

Computed properties:
Frontier orbital gap (alpha / beta) (eV): 4.2 / 4.2
Energy above the lowest of the compared OMol25 structures with the same formula, charge and spin (kJ/mol): 0.00
LUMO (alpha / beta) (eV): -8.319 / -8.936
E (eV): -70498.225
M (g/mol): 824.91
Total charge: +2
E_HOMO (alpha / beta) (eV): -12.57 / -13.16

=====

Entry from the Open Molecules 2025 dataset: a molecular structure, C5H10N2O in a non-equilibrium geometry (the ωB97M-V functional and the def2-TZVPD basis).

Each line ends with the Mulliken charge.
Element x y z (Å)
C 0.32931 -1.39798 2.13284  -0.728
C 0.76466 1.73402 -0.77342  -1.458
C -0.19125 -0.59393 -0.28850  0.318
C -0.30798 0.69006 -0.79922  0.603
N -1.47160 1.03885 -1.45968  -0.507
C 1.13078 -1.22139 -0.15817  -0.389
O -1.32780 -1.37848 -0.18544  -0.605
N 1.07639 -0.70653 1.09122  -0.286
H -2.04853 -0.83422 0.16485  0.401
H -1.44630 1.88254 -2.01258  0.239
H -1.99974 0.29115 -1.88780  0.231
H 1.93971 -0.83553 -0.77958  0.218
H -0.47673 -0.76406 2.51323  0.276
H 1.04210 -1.58092 2.94228  0.312
H -0.09363 -2.35847 1.82066  0.282
H 1.18268 1.88070 -1.77723  0.301
H 0.33995 2.69262 -0.45938  0.421
H 1.55797 1.46157 -0.08407  0.370

Computed properties:
Frontier orbital gap (alpha / beta) (eV): 7.3 / 7.3
Energy above the lowest of the compared OMol25 structures with the same formula, charge and spin (kJ/mol): 452.44
LUMO (alpha / beta) (eV): 0.528 / 0.528
E (eV): -10370.616
M (g/mol): 114.15
E_HOMO (alpha / beta) (eV): -6.78 / -6.78

=====

Entry from the Open Molecules 2025 dataset: a molecular structure, C2H6OSn in a non-equilibrium geometry (the ωB97M-V functional and the def2-TZVPD basis).

Each line ends with the Mulliken charge.
Element x y z (Å)
Sn 1.00111 1.59945 -2.61148  1.758
C -0.77440 0.58803 0.55525  -0.986
C 0.24784 -0.53419 0.45639  -0.177
O 0.60629 -0.69320 -0.93985  -0.484
H -0.45944 1.62566 0.37798  0.211
H -1.25933 0.48663 1.52397  0.321
H -1.43748 0.41896 -0.29851  0.350
H -0.19333 -1.48572 0.76933  0.306
H 1.15002 -0.48650 1.07071  0.379
H 1.11872 -1.51911 -0.90379  0.322

Computed properties:
Frontier orbital gap (eV): 6.3
Energy above the lowest of the compared OMol25 structures with the same formula, charge and spin (kJ/mol): 110.42
LUMO (eV): -13.006
E (eV): -10028.256
M (g/mol): 164.78
Total charge: +2
E_HOMO (eV): -19.30

=====

Entry from the Open Molecules 2025 dataset: 7 unconnected molecules or ions with the total composition C6H25NO7 in a non-equilibrium geometry (the ωB97M-V functional and the def2-TZVPD basis).

Each line ends with the Mulliken charge.
Element x y z (Å)
C 1.63074 -3.18973 0.01522  -1.268
C 1.70317 -1.81591 -0.62417  -0.481
C 0.60734 -0.91673 0.01031  -0.289
C 0.45321 -1.02120 1.58474  -1.761
C 0.85583 0.54290 -0.44561  0.829
N 0.75945 0.60440 -1.95050  -0.620
C 2.22708 0.95727 0.24136  -0.239
O 2.30329 1.31397 1.39084  -0.459
H 1.99233 -3.72953 -0.88635  0.365
H 0.59341 -3.47976 0.13020  0.359
H 2.20477 -3.59927 0.88042  0.290
H 1.67304 -1.91611 -1.77624  0.190
H 2.63776 -1.30200 -0.52813  0.423
H -0.31230 -1.32526 -0.39401  0.701
H 1.38741 -1.31717 2.05153  0.517
H -0.22570 -1.80955 1.76808  0.532
H 0.15557 -0.07077 2.06413  0.185
H 0.06439 1.17198 -0.08722  0.067
H 1.54612 1.14146 -2.23595  0.231
H -0.03920 1.27973 -2.23530  0.260
H 3.05016 0.95140 -0.46809  0.360
O -3.20985 1.51709 0.01772  -0.678
H -4.04014 1.65983 0.47182  0.269
H -2.42453 1.80583 0.58612  0.390
O -2.34517 -0.50081 1.22932  -0.620
H -3.28158 -0.72711 0.98818  0.287
H -1.78106 -0.39293 0.35426  0.278
O 0.46375 1.66132 3.42023  -0.643
H 1.27894 1.15603 3.29241  0.330
H 0.17926 1.25227 4.25574  0.299
O -0.38949 -1.41384 -3.73723  -0.693
H 0.36567 -1.38989 -4.31202  0.318
H -0.13071 -0.92779 -2.97392  0.331
O -1.96738 1.61465 -2.60099  -0.687
H -2.36275 1.12933 -3.43675  0.333
H -2.60103 1.52512 -1.92515  0.346
O -1.32295 3.03385 1.70809  -0.686
H -0.84079 2.69344 2.59774  0.349
H -0.85810 3.83350 1.55918  0.284

Computed properties:
Frontier orbital gap (eV): 10.1
Energy above the lowest of the compared OMol25 structures with the same formula, charge and spin (kJ/mol): 353.71
LUMO (eV): 0.519
E (eV): -22448.338
M (g/mol): 223.27
Structure (SMILES): CC[C@@H](C)[C@H](N)C=O.O.O.O.O.O.O
E_HOMO (eV): -9.55

=====

Entry from the Open Molecules 2025 dataset: 8 unconnected molecules or ions with the total composition C7H28O7 in a non-equilibrium geometry (the ωB97M-V functional and the def2-TZVPD basis).

Each line ends with the Mulliken charge.
Element x y z (Å)
C -0.04519 -0.79130 -2.50858  -0.944
C 1.18033 0.11001 -2.67080  -0.609
C 2.08663 0.22353 -1.36742  -0.796
C 1.43291 0.98315 -0.11169  -0.073
C 2.06834 0.91648 2.39147  -0.839
C 1.66151 0.22590 1.27061  0.616
C 1.09870 -1.19835 1.43053  -0.692
H -0.85790 -0.28195 -2.00859  0.139
H -0.39188 -1.19136 -3.44365  0.461
H 0.27668 -1.70652 -1.93760  0.189
H 1.79452 -0.55094 -3.30041  0.356
H 1.00887 1.09695 -3.08402  0.325
H 2.28213 -0.81378 -1.00424  0.278
H 2.97389 0.66585 -1.74305  0.456
H 0.32792 1.13296 -0.08646  0.155
H 1.75099 1.97404 -0.04043  0.484
H 1.97415 0.33687 3.45989  0.262
H 2.42247 1.92344 2.49597  0.385
H 0.42966 -1.48986 0.49952  -0.016
H 0.47868 -1.16407 2.41003  0.507
H 2.08106 -1.95137 1.59705  0.312
H 4.58781 -2.30439 0.30725  0.315
H 4.24615 -1.15168 -0.08702  0.247
O 4.25426 -1.58717 0.76774  -0.549
H -2.57627 -1.89876 -0.25630  0.347
H -2.22427 -3.29195 -0.86711  0.305
O -2.00649 -2.28297 -0.87673  -0.632
H -2.40472 -4.05422 2.03095  0.286
H -2.14986 -2.72997 1.05312  0.329
O -2.14598 -3.10572 1.99313  -0.600
H 1.40955 4.05775 -1.14200  0.289
H 0.34368 4.58262 -1.83454  0.291
O 0.46877 4.22289 -0.99257  -0.595
H -1.48931 3.69376 -0.51369  0.357
H -1.51593 3.93170 0.95965  0.283
O -2.04671 3.52914 0.26061  -0.602
H -3.41913 -0.94161 2.63970  0.274
H -4.55386 -0.15081 1.91684  0.340
O -4.33726 -1.01457 2.40802  -0.611
H -4.21699 0.66371 -0.25700  0.304
H -2.73300 0.96075 -0.05785  0.271
O -3.52491 0.42182 0.29969  -0.606

Computed properties:
Frontier orbital gap (alpha / beta) (eV): 8.4 / 4.5
2S+1: 2
Energy above the lowest of the compared OMol25 structures with the same formula, charge and spin (kJ/mol): 56.61
LUMO (alpha / beta) (eV): -4.128 / -7.999
E (eV): -22033.962
M (g/mol): 224.29
⟨S²⟩: 0.753
Total charge: +1
E_HOMO (alpha / beta) (eV): -12.54 / -12.54